No. 1
A molecular structure, C14H23BN6Pd at a distorted geometry. Source: the OMol25 dataset; level of theory: wB97M-V/def2-TZVPD.

## Properties
- E_HOMO (alpha / beta) (eV) = -14.8 / -15.5
- E_tot (eV) = -27966.16900
- net charge = +2
- energy relative to the best compared isomer or geometry (same formula, charge and spin) (eV) = 0.000
- spin multiplicity = 5
- ⟨S²⟩ = 6.043

```
45
Properties=species:S:1:pos:R:3:forces:R:3:lowdin_charge:R:1
H 0.14655 -3.15303 1.76530 0.0 -0.1 0.2 0.124
N -0.43414 -2.07059 0.06611 0.4 -1.4 -0.4 0.036
B -1.05379 -1.48472 -2.41587 -1.0 0.7 0.2 -0.476
N -0.70442 -2.45156 -1.25941 -0.5 -1.6 0.1 0.039
C -0.86244 -3.79495 -1.30451 0.2 2.6 -0.6 0.073
Pd -1.47053 -0.78984 1.43949 -0.1 -0.3 -2.8 0.985
H -1.25952 -4.26603 -2.19471 0.2 -0.1 0.1 0.161
C -0.50064 -4.31637 -0.05619 0.5 0.4 1.7 0.079
H -0.50603 -5.34277 0.23438 0.0 -0.4 0.1 0.133
C -0.19521 -3.21007 0.74784 -0.1 -0.8 -0.9 -0.068
H -1.71343 -2.05208 -3.24492 0.2 0.0 0.1 0.128
C 2.71164 3.92197 0.01862 -1.0 0.6 -0.2 -0.049
H 2.55478 4.63605 0.83478 0.1 -0.2 -0.2 0.027
H 1.85243 3.24166 -0.03101 0.2 0.1 0.0 0.001
H 2.77061 4.48579 -0.91867 0.0 -0.1 0.2 0.023
N 0.22335 -0.90928 -3.11807 0.4 -0.3 -1.8 0.014
N -1.89969 -0.35665 -1.75463 -0.4 -0.8 1.2 -0.019
N 1.09380 -0.26878 -2.28379 1.3 0.9 0.6 0.153
N -1.73631 0.17739 -0.46549 0.2 1.2 -1.2 -0.072
C 0.68230 -0.86138 -4.38424 -2.2 -1.0 1.8 0.084
C -3.05909 0.10243 -2.26397 0.4 0.6 0.6 -0.033
H 0.12207 -1.34578 -5.18628 0.4 0.3 0.1 0.164
H -3.45985 -0.35052 -3.16210 0.1 0.4 0.0 0.139
C 1.89949 -0.12752 -4.34936 1.3 1.0 0.3 0.115
C -3.54231 1.09010 -1.41463 -0.3 0.1 -0.4 -0.019
C 2.09511 0.22920 -2.99506 -0.8 -0.4 0.5 -0.041
C -2.65588 1.15515 -0.34202 -0.1 -1.3 -0.8 -0.115
H 2.55286 0.14172 -5.16165 -0.1 -0.2 -0.3 0.139
H -4.44392 1.65460 -1.54645 -0.1 0.2 -0.1 0.114
H 2.85858 0.80617 -2.47135 -0.1 -0.2 -0.5 0.141
H -2.62133 1.80962 0.50957 -0.2 0.0 0.2 0.116
H 3.60745 3.36822 0.17114 0.7 -0.4 0.2 0.000
C 0.34743 1.68744 4.58782 -0.3 0.0 0.3 -0.059
C 0.31877 1.00978 3.20819 0.1 -0.4 -0.5 -0.494
C 1.69102 0.45591 2.84995 0.5 0.1 -0.1 -0.092
C -0.66562 -0.15342 3.10441 0.7 1.3 3.0 -0.237
H 0.56126 0.97335 5.39192 -0.1 0.0 -0.2 0.092
H -0.60524 2.18018 4.80453 0.1 -0.1 0.0 0.084
H 1.11920 2.46775 4.64446 -0.1 -0.3 -0.3 0.094
H -0.01193 1.76265 2.48191 0.2 0.1 0.0 0.123
H 2.00806 -0.26700 3.61995 -0.1 0.2 -0.3 0.094
H 1.64999 -0.05326 1.87795 0.2 0.1 0.1 0.061
H 2.46532 1.23654 2.80437 -0.3 -0.2 0.0 0.090
H -0.28310 -1.04440 3.61510 0.1 -0.2 -0.2 0.077
H -1.64767 0.07631 3.54660 -0.3 0.2 0.0 0.072
```
Forces are in eV/Å.

---

No. 2
A molecular structure, C25H27N6O5SW. Source: the OMol25 dataset; level of theory: wB97M-V/def2-TZVPD.

## Properties
- E_HOMO (alpha / beta) (eV) = -10.7 / -10.5
- E_tot (eV) = -58198.77951
- net charge = +1
- energy relative to the best compared isomer or geometry (same formula, charge and spin) (eV) = 0.022
- spin multiplicity = 3
- ⟨S²⟩ = 2.023

```
65
Properties=species:S:1:pos:R:3:forces:R:3:lowdin_charge:R:1
W -0.65199 1.44053 0.10136 -0.2 -0.3 0.2 1.627
N -0.27333 3.20334 1.44592 -0.6 0.0 0.0 -0.038
C -1.54218 3.77367 1.96741 0.1 -0.1 -0.1 -0.099
C -2.68143 3.45592 1.02152 0.0 -0.3 0.0 -0.508
O -3.68278 4.12131 0.96644 -0.2 0.0 0.0 0.118
N -2.44759 2.30706 0.28798 -0.4 0.4 -0.1 -0.173
C -3.55676 1.82098 -0.53601 0.2 0.1 0.2 -0.088
C -3.07981 0.56169 -1.22421 0.0 0.5 0.2 -0.576
O -3.79084 -0.33082 -1.58523 0.0 -0.1 -0.3 0.127
O -1.73966 0.53763 -1.35856 -0.3 0.1 0.0 -0.250
H 0.38456 3.04832 2.20182 0.1 -0.4 0.0 0.090
H 0.15337 3.86757 0.80891 0.1 0.1 -0.1 0.107
H -1.48746 4.84406 2.13400 0.1 0.1 0.0 0.136
H -1.78139 3.28700 2.91136 0.0 0.0 0.1 0.129
H -3.83863 2.56198 -1.28397 0.0 0.1 -0.1 0.147
H -4.43456 1.61219 0.06817 -0.1 0.0 0.1 0.142
C 0.54287 1.33198 4.51010 0.0 0.0 -0.1 -0.053
O 0.89937 1.26209 3.12997 -0.1 0.1 0.1 -0.171
C 1.71323 0.23391 2.74902 -0.1 0.0 0.0 -0.252
C 2.35994 -0.59832 3.64838 0.0 0.0 0.0 -0.012
C 3.18011 -1.62163 3.18826 0.0 0.0 0.0 -0.067
C 3.36355 -1.81199 1.83076 0.0 0.0 0.0 -0.074
C 2.71847 -0.98072 0.92928 0.0 0.0 0.0 -0.010
C 1.87403 0.02983 1.37056 0.0 0.3 -0.3 -0.214
N 1.20818 0.86323 0.44082 0.0 -0.3 0.3 -0.145
N 0.84869 0.23360 -0.77762 0.2 0.2 0.1 -0.069
C 1.08606 0.86831 -1.99045 0.5 -0.3 0.3 -0.150
C 0.76239 2.23842 -2.15525 0.0 0.0 0.0 -0.289
O 0.11030 2.81177 -1.17239 0.2 -0.1 -0.3 -0.155
C 1.14273 2.92949 -3.32405 0.0 0.2 0.0 0.023
C 1.76752 2.24404 -4.31623 0.0 0.0 0.0 0.027
C 2.05058 0.83927 -4.22060 0.0 0.0 0.0 -0.150
C 2.69901 0.15459 -5.25718 0.0 0.1 -0.1 -0.010
C 2.95684 -1.19285 -5.15292 0.0 -0.1 0.0 -0.048
C 2.56678 -1.89854 -4.00637 0.0 0.0 0.0 -0.051
C 1.93673 -1.24943 -2.97058 0.0 0.0 0.1 -0.011
C 1.68343 0.13072 -3.05611 -0.1 0.0 -0.1 -0.096
H 1.40917 1.55630 5.13113 0.0 0.0 0.0 0.102
H 0.08082 0.39921 4.83661 0.0 0.0 0.0 0.103
H -0.17788 2.14074 4.60273 0.0 0.0 0.0 0.088
H 2.24077 -0.45591 4.71170 0.0 0.0 0.0 0.109
H 3.68571 -2.25826 3.90251 0.0 0.0 0.0 0.112
H 4.01653 -2.59750 1.47314 0.0 0.0 0.0 0.109
H 2.86296 -1.09808 -0.13496 0.0 0.0 0.0 0.101
H 0.90363 3.98106 -3.41430 0.0 0.0 0.0 0.130
H 2.04760 2.76325 -5.22598 0.0 -0.1 0.0 0.129
H 2.99309 0.70205 -6.14432 0.0 0.0 0.0 0.122
H 3.45620 -1.71261 -5.96042 0.0 0.0 0.0 0.114
H 2.76032 -2.96153 -3.93935 0.0 0.0 0.0 0.112
H 1.61063 -1.78628 -2.08826 0.0 0.0 0.0 0.105
C -2.29002 -3.22227 2.73226 0.0 0.0 -0.2 -0.036
N -2.05139 -3.01259 1.31463 0.0 -0.1 0.2 -0.144
C -2.27954 -4.07332 0.32719 0.0 0.1 0.0 -0.082
C -1.97211 -3.37461 -1.00934 0.0 0.1 0.1 -0.085
N -1.54863 -2.03724 -0.57961 0.0 -0.5 0.0 0.058
C -1.69392 -1.87462 0.72742 0.0 -0.1 -0.1 -0.674
S -1.50608 -0.41411 1.61618 0.2 0.2 0.1 0.768
H -1.99448 -4.23713 2.99171 0.0 0.0 0.0 0.097
H -3.34389 -3.08537 2.97857 0.0 0.0 0.0 0.102
H -1.69720 -2.52254 3.31414 0.0 0.0 0.0 0.061
H -3.30878 -4.42461 0.38866 0.0 0.0 0.0 0.130
H -1.61603 -4.91472 0.52424 0.0 0.0 0.0 0.127
H -2.84802 -3.30456 -1.65207 0.0 0.1 0.0 0.127
H -1.17243 -3.87001 -1.55532 0.0 0.0 0.0 0.118
H -1.58734 -1.23495 -1.19319 0.2 0.1 -0.1 0.082
```
Forces are in eV/Å.